--- i ---
A 2-piece molecular cluster, C2H2O2S overall. Source: OMol25; level of theory: wB97M-V/def2-TZVPD.

Each line ends with the Löwdin charge.
Cartesian coordinates (Å):
C1 -1.931 -0.242 -0.075  -0.0056
C2 0.914 -0.278 -0.462  -0.2571
O1 -2.051 0.395 0.928  0.0304
O2 2.749 0.897 0.671  -0.5841
S1 1.292 0.992 0.407  0.7987
H1 -2.606 -0.886 -0.649  0.0755
H2 1.633 -0.878 -0.821  -0.0577

LUMO (alpha / beta) (eV): -1.54 / -0.55
HOMO-LUMO gap (alpha / beta) (eV): 7.41 / 9.19



--- ii ---
A 2-piece molecular cluster, C2H2O2S overall. Source: OMol25; level of theory: wB97M-V/def2-TZVPD.

Each line ends with the Löwdin charge.
Cartesian coordinates (Å):
C1 1.525 0.617 0.052  -0.9215
C2 -1.365 -0.455 -0.057  -0.0157
O1 1.202 1.590 -0.510  0.0793
O2 -0.401 -0.310 0.669  -0.0639
S1 2.466 -0.502 0.530  0.7970
H1 -2.228 -0.832 0.306  0.0614
H2 -1.199 -0.106 -0.991  0.0634

SMILES: O=C=S.C=O
LUMO (eV): 0.23
HOMO-LUMO gap (eV): 10.05



Most stable to least stable, the ends of the list are ii and i.



--- i ---
C4H7NS3 as an isolated structure. Source: OMol25; level of theory: wB97M-V/def2-TZVPD.

Each line ends with the Löwdin charge.
Cartesian coordinates (Å):
C1 1.223 -1.338 -0.597  -0.1923
C2 -0.253 -0.891 -0.511  -0.5982
C3 -0.479 0.769 2.148  -0.8007
C4 -0.472 0.455 -1.327  -0.8488
H1 1.546 -0.889 -1.702  0.0888
H2 1.353 -2.690 -0.758  0.1633
H3 1.824 -0.902 0.385  0.1023
H4 -0.979 -1.579 -1.102  0.0988
H5 0.707 0.652 2.132  0.0811
H6 -0.994 0.906 3.056  -0.0044
H7 -0.457 2.523 -0.868  0.0536
N1 -0.289 1.603 -0.414  -0.3018
S1 -0.922 -1.003 1.436  0.6792
S2 -1.230 1.934 1.110  0.8137
S3 -0.577 0.449 -2.988  0.6655

LUMO (eV): -0.57
HOMO-LUMO gap (eV): 8.06



--- ii ---
One molecule with the formula C4H7NS3. Source: OMol25; level of theory: wB97M-V/def2-TZVPD.

Each line ends with the Löwdin charge.
Cartesian coordinates (Å):
C1 2.558 0.476 0.064  -0.1517
C2 1.100 0.419 -0.464  -0.6852
C3 -2.246 0.894 -0.002  -0.9034
C4 -0.807 -1.726 0.007  -0.7936
H1 2.760 -0.040 0.940  0.0207
H2 3.338 -0.145 -0.550  0.0907
H3 3.048 1.590 0.150  0.1299
H4 -2.108 0.696 1.003  -0.0167
H5 -3.359 1.357 0.117  0.1195
H6 -0.831 -1.693 1.083  0.0185
H7 -0.841 -2.819 -0.132  0.0239
N1 0.333 1.446 -0.253  -0.3032
S1 -1.238 1.877 -0.708  0.8724
S2 -2.484 -1.024 -0.409  0.6989
S3 0.777 -1.307 -0.846  0.8795

SMILES: CC1=NSCSCS1
LUMO (eV): 0.38
HOMO-LUMO gap (eV): 8.67



--- iii ---
One molecule with the formula C4H7NS3. Source: OMol25; level of theory: wB97M-V/def2-TZVPD.

Each line ends with the Löwdin charge.
Cartesian coordinates (Å):
C1 -2.452 -1.345 -0.259  -0.2173
C2 -1.327 -0.508 0.159  -1.1280
C3 1.236 0.534 -0.106  -0.7674
C4 0.803 1.983 -0.409  -0.1455
H1 -1.997 -2.365 -0.263  0.0983
H2 -2.824 -1.370 -1.327  0.1114
H3 -3.140 -1.343 0.472  0.0120
H4 1.098 2.320 -1.432  0.0775
H5 1.324 2.854 0.240  0.1254
H6 -0.249 2.127 -0.236  0.0256
H7 3.910 -1.265 1.103  -0.1414
N1 2.199 0.266 0.773  -0.3240
S1 -1.327 0.110 1.648  0.7390
S2 0.085 -0.612 -0.949  0.8628
S3 2.661 -1.385 0.585  0.6715

SMILES: CC(=S)S/C(C)=N\S
LUMO (eV): -0.28
HOMO-LUMO gap (eV): 8.52



Most stable to least stable, the ends of the list are iii and i.



--- i ---
One molecule with the formula CHNO2S. Source: OMol25; level of theory: wB97M-V/def2-TZVPD.

Each line ends with the Löwdin charge.
Cartesian coordinates (Å):
C1 2.713 1.103 1.326  -0.7192
N1 2.885 0.686 2.378  0.1097
O1 -0.442 0.575 -0.712  -0.1177
O2 0.142 1.432 0.227  -0.3249
S1 2.188 1.549 -0.179  0.9442
H1 -0.629 -0.333 -0.414  0.1079

SMILES: N#CSOO
LUMO (eV): -2.44
HOMO-LUMO gap (eV): 8.08



--- ii ---
CHNO2S as an isolated structure. Source: OMol25; level of theory: wB97M-V/def2-TZVPD.

Each line ends with the Löwdin charge.
Cartesian coordinates (Å):
C1 0.793 -0.511 -0.171  -0.4612
N1 -0.765 0.610 0.042  -0.3806
O1 -0.490 1.775 0.226  0.0450
O2 -1.770 0.007 -0.120  0.0545
S1 0.728 -2.068 0.178  0.7701
H1 1.504 0.186 -0.156  -0.0277

LUMO (alpha / beta) (eV): -1.59 / -1.59
HOMO-LUMO gap (alpha / beta) (eV): 7.87 / 7.87



Most stable to least stable, the ends of the list are ii and i.



--- i ---
One molecule with the formula C4H9NOS2. Source: OMol25; level of theory: wB97M-V/def2-TZVPD.

Each line ends with the Löwdin charge.
Cartesian coordinates (Å):
S1 -0.962 2.004 -1.354  0.3353
S2 0.594 1.961 0.047  0.4268
C1 0.131 0.459 1.016  -0.5092
C2 0.353 -0.930 0.326  -0.3871
C3 1.517 -1.594 1.045  -0.2071
O1 1.670 -2.786 1.040  0.0671
N1 -0.809 -1.779 0.484  -0.0813
C4 -1.660 -1.814 -0.693  -0.1289
H1 -0.306 1.588 -2.423  -0.2093
H2 -0.949 0.537 1.151  0.0601
H3 0.555 0.493 2.014  0.0680
H4 0.565 -0.747 -0.734  0.1312
H5 2.235 -0.999 1.628  0.1276
H6 -0.505 -2.726 0.698  0.1017
H7 -1.842 -0.826 -1.142  0.0433
H8 -1.300 -2.406 -1.539  0.0842
H9 -2.684 -2.052 -0.405  0.0774

SMILES: CN[C@H](C=O)CSS
LUMO (eV): 0.22
HOMO-LUMO gap (eV): 9.40



--- ii ---
One molecule with the formula C4H9NOS2. Source: OMol25; level of theory: wB97M-V/def2-TZVPD.

Each line ends with the Löwdin charge.
Cartesian coordinates (Å):
C1 0.782 1.640 0.697  -0.3234
C2 1.998 0.639 0.566  -0.4891
C3 0.543 -1.848 0.215  -0.4342
C4 -1.494 -0.806 -0.239  -0.6991
H1 0.379 1.518 -1.378  0.0427
H2 -0.575 2.512 -0.514  0.0332
H3 0.024 1.090 1.228  0.0652
H4 1.077 2.408 1.364  0.0894
H5 2.869 1.149 0.191  0.0554
H6 2.264 0.270 1.565  0.0825
H7 1.101 -2.289 1.036  0.0865
H8 0.413 -2.489 -0.669  0.0698
H9 -1.250 -1.302 -1.228  0.0904
N1 0.375 2.201 -0.601  -0.0161
O1 -0.650 -1.285 0.754  -0.1933
S1 1.768 -0.675 -0.622  0.8617
S2 -2.686 0.317 -0.056  0.6784

SMILES: NCCSCOC=S
LUMO (eV): -0.28
HOMO-LUMO gap (eV): 8.73



Most stable to least stable, the ends of the list are i and ii.



--- i ---
CHIP2 as an isolated structure. Source: OMol25; level of theory: wB97M-V/def2-TZVPD.

Each line ends with the Löwdin charge.
Cartesian coordinates (Å):
C1 -0.395 -0.819 0.069  -1.0643
P1 0.810 -1.800 0.878  0.2028
P2 1.567 -3.161 2.023  0.2592
I1 -1.217 -1.646 -1.690  0.6244
H1 0.052 0.220 -0.221  -0.0221

LUMO (alpha / beta) (eV): -1.52 / -1.52
HOMO-LUMO gap (alpha / beta) (eV): 6.68 / 6.68



--- ii ---
One molecule with the formula CHIP2. Source: OMol25; level of theory: wB97M-V/def2-TZVPD.

Each line ends with the Löwdin charge.
Cartesian coordinates (Å):
C1 0.905 0.033 -0.009  -0.8620
P1 -0.637 -0.420 0.980  0.0364
P2 0.420 -1.404 -0.685  0.5842
I1 -2.236 0.878 -0.170  0.2391
H1 1.548 0.914 -0.117  0.0023

SMILES: IP1#P=C1
LUMO (eV): -0.46
HOMO-LUMO gap (eV): 8.48



Most stable to least stable, the ends of the list are ii and i.



--- i ---
One molecule with the formula C4H8ClN2P. Source: OMol25; level of theory: wB97M-V/def2-TZVPD.

Each line ends with the Löwdin charge.
Cartesian coordinates (Å):
C1 1.111 1.074 0.322  -0.4166
C2 -0.304 0.504 0.351  -0.2759
C3 1.482 2.459 -0.223  -0.0479
C4 -1.476 -2.208 0.859  -0.2418
N1 2.044 0.269 0.727  -0.1135
N2 1.788 -0.811 1.368  -0.2480
P1 0.025 -1.050 1.282  0.5926
Cl1 -0.674 -0.580 3.156  0.2626
H1 -0.991 1.204 0.916  0.1085
H2 -0.683 0.105 -0.575  0.0706
H3 2.452 2.779 0.225  0.0863
H4 0.650 3.091 0.125  0.0710
H5 1.569 2.483 -1.281  0.0502
H6 -2.096 -1.526 0.240  0.0320
H7 -0.968 -2.992 0.240  0.0406
H8 -2.185 -2.565 1.610  0.0295

SMILES: CC1=NN=[P@@](C)(Cl)C1
LUMO (alpha / beta) (eV): 0.02 / 0.02
HOMO-LUMO gap (alpha / beta) (eV): 7.80 / 7.80



--- ii ---
One molecule with the formula C4H8ClN2P. Source: OMol25; level of theory: wB97M-V/def2-TZVPD.

Each line ends with the Löwdin charge.
Cartesian coordinates (Å):
C1 -0.899 0.544 0.011  -0.3575
C2 0.366 1.354 1.014  -0.2938
C3 -2.067 1.241 -0.432  -0.0733
C4 1.056 -2.361 -0.307  -0.1051
N1 -0.512 -0.603 -0.309  0.0244
N2 0.688 -1.024 0.200  -0.4789
P1 1.753 0.147 0.902  0.5834
Cl1 2.778 0.814 -0.804  0.1099
H1 0.525 2.161 0.313  0.0247
H2 -0.181 1.398 2.002  0.0772
H3 -2.644 0.566 -1.051  0.0803
H4 -1.663 2.193 -0.836  0.0936
H5 -2.769 1.488 0.440  0.1079
H6 2.023 -2.128 -0.799  0.0526
H7 1.328 -3.145 0.533  0.1061
H8 0.219 -2.644 -0.877  0.0485

SMILES: CC1=NN(C)P(Cl)C1
LUMO (eV): 0.90
HOMO-LUMO gap (eV): 9.34



Most stable to least stable, the ends of the list are ii and i.



--- i ---
One molecule with the formula C2H4N2O. Source: OMol25; level of theory: wB97M-V/def2-TZVPD.

Each line ends with the Löwdin charge.
Cartesian coordinates (Å):
C1 1.180 1.040 0.272  -0.0658
C2 0.222 -0.057 -0.203  -0.6179
N1 1.751 -0.040 -0.072  0.1412
N2 -0.563 -0.811 0.726  0.0564
O1 -0.404 0.095 -1.427  -0.0127
H1 1.544 2.126 0.670  0.1511
H2 -0.165 -1.684 1.046  0.0646
H3 -0.599 -0.140 1.624  0.1375
H4 -0.247 -0.724 -2.015  0.1456

SMILES: N[C@@]1(O)C=N1
LUMO (eV): 0.90
HOMO-LUMO gap (eV): 10.51



--- ii ---
A 2-piece molecular cluster, C2H4N2O overall. Source: OMol25; level of theory: wB97M-V/def2-TZVPD.

Each line ends with the Löwdin charge.
Cartesian coordinates (Å):
C1 -0.867 -0.127 0.376  -0.5330
C2 1.211 -0.085 -0.460  -0.1019
N1 -1.646 0.865 -0.208  0.1329
N2 -2.239 -0.159 0.144  0.1302
O1 0.057 -0.870 -0.327  -0.1286
H1 -0.839 0.122 1.829  0.2202
H2 1.330 0.444 0.499  0.0804
H3 0.899 0.576 -1.264  0.0899
H4 2.093 -0.766 -0.591  0.1099

LUMO (eV): 0.29
HOMO-LUMO gap (eV): 10.71



Most stable to least stable, the ends of the list are i and ii.



--- i ---
C11H22CoN6O5S2 as an isolated structure. Source: OMol25; level of theory: wB97M-V/def2-TZVPD.

Each line ends with the Löwdin charge.
Cartesian coordinates (Å):
O1 2.554 -3.052 1.429  -0.1538
H1 3.268 -2.988 1.954  -0.0294
Co1 0.053 -0.230 0.361  0.3921
N1 0.864 1.053 -0.625  -0.0838
N2 1.068 -1.369 -0.777  -0.1203
O2 0.978 2.418 -0.491  -0.0643
O3 1.332 -2.677 -0.659  -0.1598
C1 1.649 0.647 -1.655  -0.2485
C2 1.687 -0.746 -1.804  -0.2468
C3 2.385 1.697 -2.367  -0.0320
C4 2.403 -1.481 -2.865  -0.0216
H2 3.067 2.242 -1.702  0.0942
H3 1.698 2.433 -2.796  0.0905
H4 2.981 1.265 -3.178  0.0791
H5 2.250 -2.562 -2.767  0.0785
H6 3.485 -1.280 -2.830  0.0926
H7 2.059 -1.166 -3.861  0.0886
H8 0.325 2.685 0.250  0.0364
H9 2.121 -2.706 0.306  0.0856
O4 -2.012 -0.629 -2.162  -0.0402
H10 -2.655 -0.047 -2.605  0.0592
H11 -2.204 -1.508 -2.528  0.0621
C5 0.989 -0.088 1.924  -0.1840
H12 0.565 -1.017 2.305  -0.0280
H13 1.851 -0.342 1.026  0.0838
H14 1.849 0.251 2.698  0.0406
O5 0.528 3.492 3.677  -0.0451
H15 1.413 3.881 3.687  0.0676
H16 0.380 3.309 4.615  0.0668
N3 -0.776 2.861 1.346  0.0660
C6 -1.714 1.867 1.066  -0.5870
N4 -1.424 0.628 0.756  -0.0367
C7 -2.541 -0.149 0.538  -0.3214
C8 -3.711 0.569 0.582  -0.3366
S1 -3.404 2.232 0.882  1.0678
C9 -2.276 -1.533 0.527  -0.3689
C10 -3.132 -2.621 0.537  -0.3939
S2 -2.260 -4.040 0.836  1.0201
C11 -0.770 -3.114 1.119  -0.6211
N5 -0.960 -1.820 0.751  -0.0177
N6 0.218 -3.653 1.769  0.0855
H17 -1.208 3.786 1.334  0.1121
H18 -0.235 2.767 2.227  0.0779
H19 -4.692 0.115 0.436  0.0849
H20 -4.201 -2.535 0.376  0.0692
H21 0.089 -4.645 1.995  0.1004
H22 1.323 -3.236 1.831  0.0391

Multiplicity: 4
LUMO (alpha / beta) (eV): 0.15 / 0.14
HOMO-LUMO gap (alpha / beta) (eV): 6.11 / 6.96
<S²>: 3.79



--- ii ---
C11H22CoN6O5S2 as an isolated structure. Source: OMol25; level of theory: wB97M-V/def2-TZVPD.

Each line ends with the Löwdin charge.
Cartesian coordinates (Å):
O1 -2.912 -1.017 -1.666  -0.1596
H1 -3.772 -1.461 -1.715  0.0908
Co1 -0.117 0.039 0.339  0.3910
N1 1.199 -0.700 -0.796  -0.1207
N2 -0.696 0.688 -1.294  -0.1620
O2 2.291 -1.497 -0.549  -0.1211
O3 -1.865 1.415 -1.471  -0.1244
C1 1.069 -0.493 -2.130  -0.3264
C2 -0.065 0.292 -2.438  -0.3104
C3 2.100 -1.077 -3.010  -0.0577
C4 -0.571 0.582 -3.799  -0.0436
H2 2.291 -2.137 -2.788  0.0744
H3 3.043 -0.517 -2.883  0.0839
H4 1.800 -0.994 -4.062  0.0694
H5 -1.597 0.977 -3.760  0.0711
H6 -0.580 -0.334 -4.418  0.0806
H7 0.091 1.318 -4.287  0.0817
H8 2.450 -1.502 0.461  0.0183
H9 -2.520 0.660 -1.567  0.0594
O4 1.236 3.008 0.051  -0.0425
H10 2.136 3.126 -0.281  0.0498
H11 0.683 3.527 -0.566  0.0639
C5 -1.955 -1.908 -0.992  -0.1046
H12 -1.776 -1.566 0.040  0.0376
H13 -1.044 -1.919 -1.592  0.0675
H14 -2.378 -2.922 -1.017  0.0833
O5 1.777 -4.099 2.420  -0.0572
H15 1.988 -4.736 1.712  0.0712
H16 1.467 -4.638 3.170  0.0644
N3 2.543 -1.418 2.015  0.0571
C6 2.052 -0.165 2.376  -0.6266
N4 0.974 0.374 1.819  0.0110
C7 0.660 1.587 2.422  -0.3316
C8 1.586 1.997 3.347  -0.3274
S1 2.844 0.828 3.525  1.0632
C9 -0.618 2.048 2.067  -0.3292
C10 -1.401 3.100 2.500  -0.3449
S2 -2.995 2.932 1.911  1.0440
C11 -2.593 1.397 1.228  -0.6590
N5 -1.281 1.135 1.260  -0.0178
N6 -3.559 0.539 0.821  0.0903
H17 3.491 -1.559 2.351  0.1085
H18 1.972 -2.244 2.258  0.0816
H19 1.522 2.951 3.850  0.0787
H20 -1.038 3.921 3.097  0.0724
H21 -4.506 0.892 0.932  0.0970
H22 -3.429 -0.431 1.110  0.1045

Multiplicity: 4
LUMO (alpha / beta) (eV): 0.13 / 0.11
HOMO-LUMO gap (alpha / beta) (eV): 4.21 / 5.51
<S²>: 3.79



Most stable to least stable, the ends of the list are ii and i.